C31H52BrN4P3Pt as an isolated structure. Source: the OMol25 dataset; level of theory: ωB97M-V/def2-TZVPD.

XYZ file:
```
92
Properties=species:S:1:pos:R:3:mulliken_charge:R:1
N -5.733 4.055 -4.734 -0.47
C -5.655 4.542 -3.504 -0.40
C -4.875 3.937 -2.514 -0.46
C -4.086 2.792 -2.812 0.38
C -4.223 2.290 -4.160 -0.24
C -5.059 2.957 -5.060 -0.45
C -3.195 2.261 -1.812 0.14
Pt -1.512 0.488 -0.256 1.13
P 5.066 -0.849 -0.554 0.07
C -2.119 1.352 -2.080 -0.46
C -0.687 1.809 -1.755 0.11
C 0.418 1.232 -2.427 -0.68
C 1.713 1.342 -1.912 -0.64
C 1.932 2.054 -0.727 -0.33
C 0.950 2.708 -0.072 -0.52
C -0.433 2.585 -0.562 -0.45
Br 2.793 0.559 2.334 -0.14
H -3.306 2.565 -0.770 0.22
H -2.195 0.669 -2.943 0.75
H -4.869 4.353 -1.515 0.42
H -3.727 1.374 -4.512 0.33
H -6.237 5.437 -3.280 0.38
H -5.199 2.589 -6.084 0.38
H 0.236 0.606 -3.322 0.64
H -1.224 3.242 -0.157 0.62
H 2.496 0.796 -2.449 0.37
H 1.091 3.308 0.819 0.72
P -0.715 -1.839 -0.537 0.84
C 4.399 0.758 -0.072 2.95
C 5.192 2.046 -0.016 -1.35
H 3.895 0.583 0.959 -0.88
H 3.548 0.895 -0.749 -1.66
H 4.507 2.845 0.305 0.32
H 6.017 1.996 0.697 0.40
H 5.592 2.317 -0.997 0.38
C 4.244 -1.287 -2.140 0.95
C 5.190 -2.143 -2.980 -1.49
H 3.998 -0.349 -2.656 0.33
H 3.311 -1.820 -1.908 -0.50
H 4.800 -2.275 -3.995 0.41
H 6.167 -1.655 -3.032 0.39
H 5.346 -3.134 -2.538 0.38
C 4.405 -2.105 0.617 0.27
C 5.200 -2.096 1.925 -1.35
H 4.513 -3.094 0.126 0.52
H 3.332 -1.898 0.772 -0.38
H 4.653 -2.628 2.708 0.36
H 6.159 -2.600 1.767 0.41
H 5.394 -1.092 2.308 0.32
C -0.462 -3.093 0.815 0.32
C -1.172 -4.430 0.648 -1.38
H -0.754 -2.637 1.757 -0.83
H 0.621 -3.269 0.907 0.35
H -2.246 -4.359 0.841 0.32
H -1.046 -4.849 -0.355 0.33
H -0.769 -5.177 1.344 0.43
C 0.678 -2.534 -1.591 0.24
C 0.467 -2.548 -3.099 -1.21
H 0.831 -3.572 -1.236 0.62
H 1.583 -1.973 -1.323 -0.98
H -0.457 -3.084 -3.370 0.44
H 0.424 -1.526 -3.501 0.14
H 1.313 -3.075 -3.569 0.45
C -2.268 -2.395 -1.368 -1.20
C -3.454 -1.935 -0.530 -0.66
H -2.230 -3.484 -1.507 0.68
H -2.273 -1.918 -2.355 0.42
H -4.222 -1.468 -1.158 0.31
H -3.931 -2.748 0.034 0.31
H -3.168 -1.149 0.211 -0.28
C -0.181 0.727 5.108 -0.84
N -0.454 1.973 4.339 0.18
C -1.889 2.308 4.472 -0.87
N -2.748 1.218 3.969 0.21
C -2.452 -0.015 4.729 -0.92
N -1.017 -0.396 4.638 0.14
C -0.673 -0.868 3.308 -1.44
P -0.943 0.528 1.967 1.80
C -0.042 1.904 2.942 -1.17
C -2.640 1.039 2.533 -1.65
H -0.454 0.934 6.164 0.32
H 0.883 0.453 5.022 0.37
H -2.101 3.220 3.894 0.35
H -2.119 2.461 5.543 0.32
H -3.064 -0.837 4.331 0.38
H -2.706 0.186 5.789 0.30
H 0.360 -1.221 3.275 0.53
H -1.360 -1.675 3.059 0.70
H -0.241 2.862 2.445 0.52
H 1.052 1.710 2.922 -0.03
H -3.323 0.245 2.195 0.40
H -2.859 1.986 2.019 0.54
```

HOMO energy (alpha / beta), eV: -13.036 / -12.608
Total charge: +2
2S+1: 3
Energy relative to the best compared isomer or geometry (same formula, charge and spin), kcal/mol: 104.4
Kohn-Sham gap (alpha / beta), eV: 4.74 / 4.29
⟨S²⟩: 2.02

A 11-piece molecular cluster, C31H52Cl20F5NO5S overall. Source: the OMol25 dataset; level of theory: ωB97M-V/def2-TZVPD.

XYZ file:
```
115
Properties=species:S:1:pos:R:3:mulliken_charge:R:1
N -3.767 -1.854 2.578 -0.64
C -3.170 -1.266 1.341 0.16
C -4.105 -1.625 0.164 -1.21
C -3.438 -2.561 -0.896 -0.20
C -3.396 -1.731 -2.219 0.41
C -2.515 -2.348 -3.316 -0.46
C -2.666 -1.628 -4.636 0.21
C -2.583 -0.309 -4.880 0.21
S -2.229 1.086 -3.833 1.48
O -3.324 1.432 -2.976 -0.61
O -1.935 2.184 -4.702 -0.70
C -0.658 0.841 -2.852 0.69
F -0.295 -0.442 -2.715 -0.22
F 0.310 1.436 -3.554 -0.28
C -0.681 1.518 -1.447 0.46
F -0.739 2.830 -1.605 -0.25
F -1.670 1.043 -0.707 -0.15
F 0.458 1.218 -0.821 -0.19
C -2.874 -0.081 -6.352 -0.34
O -3.086 0.940 -6.931 -0.50
O -2.924 -1.315 -6.972 -0.31
C -3.002 -2.272 -5.980 0.28
O -3.279 -3.399 -6.264 -0.57
H -4.154 -1.125 3.155 0.17
H -3.049 -2.360 3.079 0.21
H -2.156 -1.621 1.166 0.08
H -3.134 -0.192 1.517 0.17
H -4.367 -0.684 -0.335 0.40
H -5.049 -2.061 0.485 0.52
H -3.980 -3.514 -1.000 -0.16
H -2.391 -2.690 -0.599 0.39
H -3.032 -0.749 -1.930 -0.15
H -4.423 -1.676 -2.591 0.26
H -2.910 -3.345 -3.509 0.23
H -1.476 -2.489 -3.033 0.52
Cl -0.536 -2.109 3.340 -0.28
C 0.756 -0.990 2.816 0.18
C 0.459 0.441 3.179 0.79
Cl -0.914 1.107 2.251 -0.19
H 0.883 -1.112 1.742 0.27
H 1.672 -1.310 3.306 -0.29
H 1.324 1.072 2.949 -0.93
H 0.229 0.549 4.237 0.46
Cl 3.085 2.227 3.222 -0.25
C 3.018 3.650 2.142 -0.37
C 3.552 4.885 2.822 0.01
Cl 2.480 5.429 4.143 -0.14
H 1.987 3.780 1.820 0.48
H 3.618 3.412 1.271 -0.08
H 3.618 5.703 2.106 0.26
H 4.541 4.713 3.237 -0.04
Cl 4.547 -0.617 2.284 -0.12
C 5.331 -0.860 3.867 -0.48
C 5.178 -2.270 4.381 -0.44
Cl 3.498 -2.654 4.833 -0.18
H 4.914 -0.133 4.562 0.16
H 6.388 -0.635 3.731 0.41
H 5.781 -2.398 5.279 0.34
H 5.501 -3.000 3.643 0.32
Cl -4.057 -5.251 -2.326 -0.20
C -5.351 -5.833 -3.410 -0.41
C -6.171 -6.930 -2.781 -0.50
Cl -5.240 -8.436 -2.584 -0.19
H -4.888 -6.162 -4.338 0.35
H -5.987 -4.977 -3.630 0.25
H -7.021 -7.164 -3.421 0.35
H -6.547 -6.636 -1.804 0.33
Cl -0.104 3.834 7.355 -0.12
C 0.864 4.872 8.435 -0.52
C 0.481 6.326 8.320 -0.45
Cl 0.936 7.012 6.742 -0.15
H 1.914 4.716 8.196 0.31
H 0.687 4.524 9.452 0.32
H 1.001 6.906 9.081 0.30
H -0.588 6.467 8.454 0.32
Cl -0.482 -2.827 -5.376 0.12
C 0.700 -3.659 -6.429 -0.39
C 2.114 -3.218 -6.158 -0.54
Cl 2.397 -1.529 -6.652 -0.20
H 0.415 -3.472 -7.462 0.36
H 0.595 -4.726 -6.234 0.02
H 2.803 -3.838 -6.729 0.38
H 2.364 -3.306 -5.104 0.33
Cl 4.141 2.397 -1.231 -0.15
C 4.069 3.835 -2.283 -0.43
C 4.605 5.069 -1.602 -0.52
Cl 3.551 5.618 -0.270 -0.18
H 3.036 3.969 -2.597 0.27
H 4.670 3.612 -3.164 0.34
H 4.662 5.888 -2.318 0.42
H 5.600 4.902 -1.195 0.27
Cl -4.546 0.867 4.867 -0.21
C -3.464 1.846 5.891 -0.18
C -3.744 3.322 5.774 -0.41
Cl -3.307 3.963 4.171 -0.16
H -2.438 1.612 5.613 0.04
H -3.622 1.521 6.919 0.37
H -3.150 3.866 6.507 0.20
H -4.795 3.542 5.950 0.35
Cl -0.132 -6.788 -7.357 -0.21
C -1.312 -6.059 -8.480 -0.25
C -0.933 -6.281 -9.921 -0.42
Cl 0.530 -5.368 -10.372 -0.18
H -1.390 -4.999 -8.246 0.10
H -2.275 -6.524 -8.273 0.37
H -1.737 -5.934 -10.568 0.30
H -0.753 -7.332 -10.130 0.33
Cl 5.808 2.791 5.062 -0.05
C 6.804 3.886 6.057 -0.55
C 6.418 5.332 5.869 -0.40
Cl 6.838 5.934 4.244 -0.19
H 7.848 3.716 5.804 0.33
H 6.652 3.596 7.095 0.29
H 6.957 5.951 6.584 0.37
H 5.351 5.483 6.019 0.24
```

HOMO energy, eV: -8.313
SMILES: NCCCCCC1=C(S(=O)(=O)C(F)(F)C(F)(F)F)C(=O)OC1=O.ClCCCl.ClCCCl.ClCCCl.ClCCCl.ClCCCl.ClCCCl.ClCCCl.ClCCCl.ClCCCl.ClCCCl
Kohn-Sham gap, eV: 6.97

C31H52NaO6P2S3Te as an isolated structure. Source: the OMol25 dataset; level of theory: ωB97M-V/def2-TZVPD.

XYZ file:
```
96
Properties=species:S:1:pos:R:3:mulliken_charge:R:1
Na 1.620 -0.306 -1.526 1.05
C -1.706 -2.960 0.090 -0.37
C -1.138 -4.350 0.309 -0.92
S 0.465 -4.586 -0.509 0.06
C 1.654 -4.576 0.850 -1.16
C 1.738 -3.331 1.719 -0.09
S 2.303 -1.900 0.781 -0.13
C 2.026 -0.542 1.947 -0.42
C 0.681 -0.355 2.674 -1.35
S -0.699 -0.538 0.025 -0.07
H -2.697 -2.855 0.544 0.19
H -1.790 -2.755 -0.981 0.22
H -1.818 -5.094 -0.109 0.57
H -1.041 -4.564 1.375 0.43
H 2.607 -4.760 0.346 0.40
H 1.472 -5.436 1.497 0.47
H 2.431 -3.523 2.540 0.53
H 0.756 -3.105 2.131 -0.12
H 2.301 0.351 1.383 -0.25
H 2.775 -0.630 2.736 0.74
H 0.923 0.124 3.616 0.52
H 0.218 -1.317 2.911 0.83
C -4.030 0.931 1.162 -0.99
C -3.422 0.531 2.494 1.14
C -4.257 -0.491 3.232 -1.67
O -2.131 -0.095 2.271 -0.49
P -0.721 0.637 2.043 0.87
O -0.800 -2.052 0.704 0.23
C -0.567 2.168 1.005 -0.56
P 0.934 2.595 0.124 -0.14
O 1.359 1.545 -0.827 -0.99
O 2.054 2.863 1.183 -0.19
C 2.085 3.997 2.113 0.84
C 3.214 4.899 1.678 -1.67
C 2.242 3.423 3.497 -1.13
O 0.671 4.009 -0.495 -0.30
C -0.311 4.422 -1.506 0.47
C -0.585 3.328 -2.514 -1.21
C -1.554 4.944 -0.820 -1.16
O -0.841 1.651 3.378 -0.36
C -1.331 1.339 4.702 1.10
C -1.980 2.612 5.220 -1.69
C -0.240 0.888 5.664 -1.45
H -5.084 1.177 1.297 0.50
H -3.951 0.108 0.453 0.19
H -3.542 1.809 0.738 0.05
H -3.276 1.415 3.115 -0.20
H -4.458 -1.354 2.595 0.35
H -5.210 -0.052 3.527 0.39
H -3.745 -0.838 4.129 0.34
H -0.798 3.022 1.641 0.77
H -1.350 2.071 0.248 0.31
H 1.132 4.528 2.026 0.28
H 4.164 4.366 1.725 0.32
H 3.273 5.765 2.339 0.41
H 3.060 5.253 0.660 0.38
H 3.173 2.858 3.570 0.31
H 1.405 2.770 3.740 0.05
H 2.277 4.230 4.230 0.47
H 0.200 5.250 -1.996 0.38
H -1.099 2.477 -2.062 0.16
H 0.335 2.973 -2.974 0.32
H -1.232 3.729 -3.295 0.52
H -2.157 4.141 -0.395 0.08
H -2.173 5.466 -1.550 0.50
H -1.296 5.648 -0.030 0.34
H -2.077 0.544 4.626 -0.28
H -1.216 3.357 5.451 0.38
H -2.543 2.415 6.133 0.43
H -2.656 3.043 4.483 0.32
H 0.601 1.583 5.646 0.27
H 0.124 -0.119 5.473 0.40
H -0.647 0.890 6.676 0.46
Te 2.183 -2.919 -3.162 0.15
C 2.961 -2.652 -5.093 0.38
C 3.481 -3.753 -5.767 -0.40
C 3.989 -3.597 -7.051 -0.53
C 3.980 -2.350 -7.658 -0.48
C 3.466 -1.252 -6.983 -0.54
C 2.959 -1.400 -5.700 -0.25
C 0.158 -3.088 -3.714 0.31
C -0.596 -1.952 -3.993 -0.21
C -1.936 -2.074 -4.339 -0.66
C -2.523 -3.329 -4.402 -0.49
C -1.772 -4.463 -4.126 -0.56
C -0.431 -4.346 -3.783 -0.46
H 3.486 -4.728 -5.299 0.36
H 4.391 -4.454 -7.575 0.38
H 4.377 -2.233 -8.657 0.37
H 3.461 -0.278 -7.455 0.39
H 2.563 -0.538 -5.178 0.27
H -0.145 -0.968 -3.955 0.32
H -2.519 -1.190 -4.560 0.42
H -3.566 -3.425 -4.674 0.42
H -2.225 -5.444 -4.183 0.41
H 0.150 -5.232 -3.565 0.43
```

HOMO energy, eV: -10.195
Total charge: +1
Energy relative to the best compared isomer or geometry (same formula, charge and spin), kcal/mol: 76.7
Kohn-Sham gap, eV: 8.40

C31H52O3 as an isolated structure. Source: the OMol25 dataset; level of theory: ωB97M-V/def2-TZVPD.

XYZ file:
```
86
Properties=species:S:1:pos:R:3:mulliken_charge:R:1
C -9.476 -3.210 -3.652 -1.46
C -8.201 -2.760 -3.267 0.79
O -7.818 -1.684 -3.177 -0.48
O -7.351 -3.729 -2.959 -0.53
C -6.095 -3.291 -2.577 0.15
C -5.736 -3.609 -1.032 0.36
C -4.466 -3.343 -0.435 0.75
C -3.413 -2.891 -1.616 0.27
C -3.684 -2.672 -2.933 0.66
C -5.084 -2.983 -3.357 1.39
C -5.199 -2.933 -4.783 -2.12
H -5.442 -1.743 -5.054 0.27
H -6.330 -3.237 -5.159 0.14
H -4.492 -3.176 -5.406 0.67
C -2.678 -2.100 -3.881 -2.21
H -2.340 -2.899 -4.319 0.66
H -1.986 -1.729 -3.120 0.17
H -3.108 -1.286 -4.248 0.62
O -2.200 -2.741 -1.221 -0.59
C -1.921 -2.538 0.399 1.00
C -2.482 -1.093 0.710 -2.14
H -2.271 -1.114 2.022 0.26
H -1.975 -0.425 0.318 0.78
H -3.543 -1.151 0.723 0.47
C -2.435 -3.724 0.774 -1.74
C -4.139 -3.767 0.762 -0.40
H -4.708 -2.835 1.466 0.28
H -4.395 -4.827 1.024 0.12
H -2.117 -4.547 0.763 1.35
H -2.414 -3.619 2.150 0.32
C -0.356 -2.604 0.396 -0.65
C 0.374 -1.451 -0.506 -0.38
H 0.037 -1.724 -1.436 0.29
H 0.033 -0.388 -0.106 0.06
C 1.836 -1.649 -0.235 -0.83
H 2.204 -2.929 -0.558 0.18
H 2.122 -1.563 0.625 0.91
C 2.631 -0.825 -0.853 0.43
C 2.653 -1.132 -2.565 -2.06
H 3.226 -2.144 -2.631 0.29
H 3.015 -0.402 -3.043 0.69
H 1.700 -1.201 -2.680 0.66
C 4.174 -0.600 -0.573 -1.72
C 4.314 0.127 0.776 -0.43
C 4.153 1.518 0.665 -1.04
H 2.782 1.588 0.586 0.04
H 4.328 1.966 -0.155 1.00
C 4.330 2.276 1.957 1.40
C 3.881 1.702 3.090 -1.88
H 2.887 1.917 3.211 0.54
H 4.210 2.253 4.021 0.29
H 4.028 0.666 3.306 0.49
C 4.227 3.632 1.574 -1.60
C 4.884 4.621 2.870 -0.28
H 4.398 4.410 3.847 0.28
C 4.872 5.941 2.604 -0.52
H 3.823 6.417 2.219 0.14
H 5.474 6.322 1.580 0.21
C 5.449 6.946 3.521 0.84
C 4.887 8.329 3.408 -1.59
H 5.444 8.828 2.148 0.19
H 3.924 8.561 3.157 0.44
H 5.390 9.155 3.880 0.38
C 7.007 6.982 3.852 -1.52
H 7.107 5.975 4.076 0.36
H 7.354 7.138 2.790 0.31
H 7.210 7.679 4.505 0.60
H 4.939 6.618 4.553 0.14
H 6.101 4.452 2.974 0.09
H 3.174 3.757 2.082 0.27
H 4.724 3.858 0.825 0.69
H 5.525 2.005 2.115 -0.04
H 3.848 -0.456 1.485 0.47
H 5.594 -0.260 0.772 0.14
H 4.375 -1.613 -0.621 0.69
H 4.654 -0.189 -1.515 0.27
H 2.341 0.260 -1.024 0.06
H -0.192 -2.371 1.465 0.34
H -0.174 -3.652 -0.050 0.25
C -6.847 -4.201 -0.085 -2.16
H -6.857 -3.504 0.751 0.41
H -6.642 -5.139 0.181 0.46
H -7.760 -4.285 -0.499 0.49
H -9.770 -2.623 -4.543 0.34
H -10.254 -3.041 -3.199 0.57
H -9.291 -4.301 -3.904 0.23
```

HOMO energy, eV: -7.315
Energy relative to the best compared isomer or geometry (same formula, charge and spin), kcal/mol: 682.6
Kohn-Sham gap, eV: 7.86

C31H52P2Tc as an isolated structure. Source: the OMol25 dataset; level of theory: ωB97M-V/def2-TZVPD.

XYZ file:
```
86
Properties=species:S:1:pos:R:3:mulliken_charge:R:1
Tc -1.468 -0.023 -1.060 -0.18
C 2.212 1.949 -1.191 0.29
C 1.381 2.642 -2.114 0.81
C 0.485 2.908 -0.009 0.55
C 1.674 2.135 0.111 0.78
C 0.292 3.198 -1.389 0.67
C 3.456 1.224 -1.524 -1.70
H 3.369 0.703 -2.486 0.46
H 3.701 0.483 -0.752 0.31
H 4.310 1.915 -1.603 0.36
C 2.279 1.612 1.350 -1.43
H 2.273 0.512 1.373 0.08
H 1.748 1.970 2.238 0.30
H 3.329 1.928 1.423 0.52
C -0.414 3.356 1.076 -1.57
H -0.517 4.455 1.082 0.49
H -0.035 3.050 2.060 0.33
H -1.431 2.939 0.954 0.14
C -0.812 3.976 -1.978 -1.64
H -0.466 4.964 -2.306 0.37
H -1.613 4.126 -1.249 0.37
H -1.240 3.469 -2.852 0.33
C 1.654 2.824 -3.553 -1.58
H 2.398 3.623 -3.712 0.37
H 0.744 3.116 -4.089 0.46
H 2.062 1.911 -4.010 0.42
C -0.894 -1.927 -1.128 1.02
C 0.200 -1.028 -1.555 -0.06
C 0.584 -0.923 -3.022 -1.05
C -0.403 -0.067 -3.844 -1.54
C -1.578 0.451 -3.017 -0.22
C -2.645 -0.484 -2.615 0.15
C -2.558 -1.948 -3.061 -1.46
C -1.597 -2.771 -2.181 -1.60
H 0.700 -1.917 -3.473 0.61
H -0.768 -0.628 -4.718 0.60
H 1.582 -0.470 -3.088 0.15
H -0.842 -3.300 -2.782 0.49
H -0.691 -2.450 -0.188 0.26
H 1.076 -1.016 -0.900 0.25
H -2.173 -3.547 -1.664 0.45
H -3.565 -2.384 -2.985 0.52
H -3.666 -0.089 -2.674 0.73
H -2.280 -2.035 -4.119 0.36
H 0.136 0.804 -4.240 0.42
H -1.938 1.435 -3.351 0.45
P 2.099 -2.849 1.014 1.14
C 3.139 -2.621 2.519 -1.32
H 3.605 -3.572 2.820 0.44
H 2.500 -2.247 3.330 0.28
H 3.916 -1.874 2.302 0.38
C 1.313 -4.438 1.516 -1.43
H 2.069 -5.238 1.527 0.50
H 0.528 -4.676 0.786 0.32
H 0.853 -4.334 2.507 0.29
C 3.376 -3.542 -0.117 -1.42
H 2.914 -3.679 -1.105 0.37
H 3.741 -4.508 0.263 0.45
H 4.208 -2.831 -0.209 0.36
P -3.522 0.157 0.455 1.35
C -4.378 1.540 -0.377 -1.28
H -5.422 1.253 -0.553 0.44
H -3.883 1.763 -1.334 0.32
H -4.317 2.423 0.270 0.45
C -4.579 -1.290 0.144 -1.50
H -4.664 -1.466 -0.936 0.40
H -5.566 -1.104 0.585 0.54
H -4.124 -2.175 0.605 0.26
C -3.688 0.514 2.222 -0.99
H -4.732 0.337 2.525 0.50
H -3.419 1.562 2.415 0.39
H -3.025 -0.134 2.807 0.13
C -0.518 -0.256 1.519 -0.49
C -0.740 -1.112 2.680 -0.34
C -1.470 -2.328 2.612 0.69
C -1.529 -3.158 3.726 -0.97
C -0.871 -2.811 4.911 -0.55
C -0.179 -1.599 5.001 -0.69
C -0.126 -0.747 3.907 -0.62
H -0.716 0.813 1.688 0.81
H 0.444 -0.468 1.020 -0.03
H -1.963 -2.596 1.674 0.24
H -2.089 -4.098 3.669 0.42
H -0.891 -3.481 5.767 0.43
H 0.329 -1.317 5.926 0.45
H 0.407 0.208 3.949 0.41
```

HOMO energy (alpha / beta), eV: -12.906 / -12.403
Total charge: +2
2S+1: 4
Kohn-Sham gap (alpha / beta), eV: 4.35 / 3.95
⟨S²⟩: 3.87

no.,strongest force on any atom (eV/A),E_tot (a.u.)
1,3.5,-5148.02878
2,3.6,-11744.68419
3,1.2,-3971.42564
4,17.5,-1437.12945
5,5.2,-1975.13700